{"formula": "C3H4N2", "method": "ωB97M-V with the def2-TZVPD basis set", "species": ["C", "C", "C", "N", "N", "H", "H", "H", "H"], "xyz": [[0.1933, 1.0750, 0.3525], [-3.0296, 0.4889, 0.6151], [1.0151, 0.4376, -0.2572], [1.9261, -0.4759, -0.7966], [-2.2877, -0.4075, 0.5835], [-0.7063, 1.6449, 0.4383], [2.6360, -0.2067, -1.3227], [1.7887, -1.4386, -0.5150], [-1.5355, -1.1177, 0.9020]], "nbo_charge": [-0.35, 0.28, 0.15, -0.84, -0.75, 0.25, 0.39, 0.40, 0.48], "homo_ev": -9.01, "lumo_energy_ha": 0.022, "gap_ha": 0.35289, "relative_energy_kcal_mol": 93.5, "fmax_ha_per_bohr": 0.1333}